Record 1
112
Properties=species:S:1:pos:R:3 method="wB97M-V/def2-TZVPD" gap_ha="0.1969 / 0.1968" e_lumo_ev="-1.75 / -1.75"
Ir -0.901 -0.282 0.011
C -2.310 -2.972 -1.977
C -1.812 -1.893 -2.923
C -1.362 -2.559 -4.232
P -0.550 -0.680 -2.315
C -0.589 0.593 -3.689
C -1.902 0.724 -4.464
C 0.574 0.534 -4.686
C 1.109 -1.420 -2.193
C 1.757 -2.037 -3.258
C 2.952 -2.716 -3.099
C 3.623 -3.412 -4.245
C 3.480 -2.795 -1.813
C 2.870 -2.200 -0.736
C 1.685 -1.468 -0.905
N 1.009 -0.863 0.166
C 1.625 -0.756 1.442
C 2.955 -0.380 1.596
C 3.513 -0.286 2.859
C 2.778 -0.551 4.005
C 3.397 -0.459 5.370
C 1.431 -0.875 3.852
C 0.844 -0.958 2.602
P -0.940 -1.215 2.287
C -1.138 -3.052 2.445
C -1.005 -3.545 3.886
C -2.381 -3.623 1.769
C -1.934 -0.562 3.716
C -1.860 0.938 3.974
C -3.392 -1.004 3.586
H -3.118 -3.507 -2.482
H -2.714 -2.547 -1.062
H -1.531 -3.682 -1.713
H -2.645 -1.216 -3.106
H -0.672 -3.376 -4.009
H -0.879 -1.884 -4.937
H -2.233 -2.991 -4.730
H -0.481 1.515 -3.135
H -2.026 -0.071 -5.200
H -1.862 1.666 -5.019
H -2.779 0.756 -3.822
H 0.467 -0.298 -5.385
H 1.546 0.454 -4.206
H 0.567 1.453 -5.278
H 1.297 -2.014 -4.236
H 3.040 -3.313 -5.161
H 3.742 -4.476 -4.036
H 4.617 -2.999 -4.435
H 4.368 -3.392 -1.641
H 3.265 -2.386 0.251
H 3.562 -0.156 0.728
H 4.552 0.009 2.951
H 4.456 -0.211 5.305
H 3.307 -1.405 5.906
H 2.910 0.307 5.978
H 0.821 -1.033 4.736
H -0.260 -3.403 1.905
H -1.866 -3.278 4.501
H -0.097 -3.179 4.369
H -0.940 -4.635 3.866
H -3.224 -3.680 2.460
H -2.153 -4.626 1.411
H -2.689 -3.035 0.912
H -1.517 -1.077 4.590
H -2.032 1.515 3.063
H -0.911 1.236 4.418
H -2.643 1.210 4.685
H -3.496 -2.083 3.503
H -3.868 -0.543 2.721
H -3.929 -0.689 4.483
O -5.057 1.062 -0.516
S -3.633 1.184 -0.382
O -2.853 0.775 -1.542
O -3.026 0.558 0.812
C -3.196 2.888 -0.145
C -4.204 3.832 -0.150
C -3.912 5.167 0.093
C -2.607 5.536 0.366
C -1.600 4.579 0.374
C -1.860 3.237 0.101
P -0.411 2.077 0.054
C 0.555 2.649 -1.378
C 1.798 2.045 -1.558
C 2.659 2.503 -2.541
C 2.283 3.561 -3.357
C 1.038 4.152 -3.194
C 0.174 3.702 -2.204
C 0.704 2.763 1.337
C 0.869 2.122 2.548
C 1.711 2.632 3.526
C 2.418 3.797 3.291
C 2.289 4.439 2.065
C 1.451 3.924 1.092
H -5.217 3.499 -0.335
H -4.702 5.907 0.084
H -2.359 6.568 0.578
H -0.594 4.903 0.600
H 2.095 1.219 -0.922
H 3.622 2.026 -2.674
H 2.956 3.917 -4.125
H 0.735 4.969 -3.837
H -0.796 4.167 -2.087
H 0.347 1.208 2.731
H 1.818 2.101 4.463
H 3.079 4.199 4.048
H 2.856 5.338 1.858
H 1.410 4.415 0.128
F -0.093 -3.411 -0.283
B 0.749 -4.582 -0.285
F -0.028 -5.685 0.087
F 1.284 -4.742 -1.564
F 1.767 -4.360 0.664

Record 2
8
Properties=species:S:1:pos:R:3 method="wB97M-V/def2-TZVPD" gap_ha=0.3099 e_lumo_ev=-0.39
C -2.369 -0.235 -0.311
N 0.820 0.225 -0.145
N 1.932 0.201 0.031
N 3.129 -0.015 0.139
S -2.525 -0.097 1.321
H -1.587 -0.850 -0.775
H -2.934 0.324 -1.124
H 3.534 0.447 0.864

Record 3
43
Properties=species:S:1:pos:R:3 method="wB97M-V/def2-TZVPD" s2=8.88 gap_ha="0.2539 / 0.2078" spin_multiplicity=6 total_charge=+1 e_lumo_ev="-3.56 / -5.64"
Mn 0.759 0.682 -0.450
P -0.608 2.111 0.750
C -2.128 1.454 0.014
C -1.969 0.288 -0.768
N -0.706 -0.210 -1.075
C -0.412 -1.186 -1.959
C -1.400 -1.514 -2.854
C -2.701 -1.061 -2.606
C -3.005 -0.305 -1.486
C 1.017 -1.680 -2.029
P 1.892 -1.429 -0.391
H -4.006 0.043 -1.238
H -1.102 -2.118 -3.690
H -3.485 -1.329 -3.303
H 1.058 -2.737 -2.338
H 1.596 -1.106 -2.781
H -2.693 -0.234 2.567
H -3.052 1.464 0.569
H -0.086 -1.595 3.284
O -3.378 -0.819 3.018
H -2.937 -1.662 2.818
H 1.209 0.269 0.844
O 0.537 -1.788 4.064
H 1.091 -0.989 4.225
C 1.608 -3.080 0.359
H 2.139 -3.879 -0.194
H 1.932 -3.055 1.410
H 0.530 -3.293 0.347
C 3.654 -1.506 -0.906
H 4.287 -1.279 -0.036
H 3.945 -2.492 -1.303
H 3.846 -0.745 -1.675
C -0.606 3.425 -0.514
H -1.420 4.099 -0.228
H 0.339 3.946 -0.667
H -0.907 2.917 -1.440
C -0.955 2.932 2.349
H -0.063 3.473 2.711
H -1.783 3.647 2.208
H -1.245 2.194 3.117
S 3.979 3.831 -0.382
C 2.980 2.635 -0.202
N 2.249 1.682 -0.140

Record 4
64
Properties=species:S:1:pos:R:3 method="wB97M-V/def2-TZVPD" smiles="O=C1OC[C@@H](F)O1.O=C1OC[C@@H](F)O1.O=C1OC[C@@H](F)O1.O=C1OC[C@@H](F)O1.COC(=O)OC.COC(=O)OC" gap_ha=0.4141 e_lumo_ev=0.21
C 0.941 -0.271 -1.090
C 0.702 -1.762 -1.152
O 2.008 -2.299 -0.950
C 2.915 -1.293 -1.187
O 4.082 -1.505 -1.228
O 2.307 -0.131 -1.473
F 0.312 -2.153 -2.402
H 0.723 0.116 -0.094
H 0.353 0.234 -1.855
H -0.033 -2.072 -0.411
C 8.275 -0.875 -8.455
C 9.784 -0.742 -8.671
O 10.136 0.281 -7.770
C 8.978 0.934 -7.352
O 8.936 1.851 -6.617
O 7.970 0.435 -8.054
F 10.088 -0.291 -9.935
H 8.008 -1.626 -7.711
H 7.784 -1.166 -9.382
H 10.411 -1.607 -8.461
C 4.708 2.716 -1.304
C 3.672 3.113 -0.239
O 4.272 2.625 0.932
C 5.591 2.378 0.758
O 6.426 2.236 1.573
O 5.860 2.396 -0.566
F 2.508 2.447 -0.441
H 4.861 3.499 -2.043
H 4.384 1.803 -1.808
H 3.436 4.175 -0.264
C 5.161 2.112 -6.549
C 5.502 3.495 -7.129
O 4.225 4.013 -7.422
C 3.353 2.968 -7.495
O 2.198 3.083 -7.731
O 4.012 1.812 -7.317
F 6.227 3.318 -8.268
H 4.961 2.278 -5.486
H 6.047 1.487 -6.619
H 6.128 4.062 -6.443
C 5.046 1.952 -11.066
O 5.295 0.700 -10.410
C 5.075 -0.407 -11.103
O 4.755 -0.495 -12.248
O 5.213 -1.422 -10.238
C 5.242 -2.748 -10.778
H 4.057 2.330 -10.824
H 5.268 1.934 -12.129
H 5.779 2.599 -10.590
H 5.795 -2.754 -11.717
H 4.215 -3.040 -11.001
H 5.711 -3.355 -10.012
C 4.377 -2.563 -6.984
O 4.309 -2.063 -5.661
C 5.315 -1.319 -5.230
O 6.236 -0.936 -5.899
O 5.102 -1.092 -3.946
C 6.028 -0.243 -3.288
H 3.578 -3.268 -7.193
H 5.271 -3.192 -7.068
H 4.477 -1.863 -7.812
H 7.052 -0.625 -3.258
H 5.706 -0.192 -2.253
H 6.076 0.732 -3.777

Molecular weight across the listed records, respectively: 1048.9, 89.1, 376.3, 604.4 g/mol.
Largest force on an atom across the listed records, respectively: 2.15, 3.48, 3.66, 2.22 eV/Å.
ΔE to the lowest compared entry with this formula, charge and spin across the listed records, respectively: 19.8, 32.6, 109.5, 0.4 kcal per mole.